Record 1
ORCA calculation (ωB97M-V/def2-TZVPD) on a molecular structure, C14H32AgN2O9.

Element x y z (Å)
C -3.253 -0.508 2.583
O -2.266 -0.968 1.935
C 1.989 -3.538 0.535
H 4.662 1.324 1.281
H -5.266 -0.011 2.018
C 4.218 -0.777 -2.240
H -2.265 3.381 -0.364
H -2.466 0.887 -2.436
H 2.857 -0.422 0.456
H 2.163 0.640 -1.615
H -0.226 0.742 -1.386
C 1.846 -3.000 1.955
H 4.221 -1.813 -1.905
O 2.693 -3.187 2.864
H 1.798 2.038 0.327
H 3.566 1.781 -1.791
O 0.831 -2.267 2.181
H -2.675 0.341 -0.728
H 3.574 -0.557 -3.093
H -4.532 0.320 -2.638
H -5.068 -1.718 2.529
H 1.008 0.924 3.845
C -0.803 -0.162 -1.589
C -2.255 0.092 -1.708
H 0.928 -0.946 -2.728
O 0.189 0.410 3.816
H 2.650 0.246 1.889
H 1.004 -3.893 0.235
N 2.225 0.195 0.967
C -4.628 -0.896 1.963
C -2.198 3.887 0.603
H -4.889 -0.771 -1.254
C -1.443 2.860 1.471
H -0.692 -1.603 -3.239
O -0.831 1.902 0.888
C -4.427 -0.696 -2.241
O -3.160 0.220 3.582
O -3.057 -1.011 -2.147
O 3.999 -0.031 -1.046
C 2.719 1.439 0.313
C -0.135 -0.744 -2.859
H -4.872 -1.397 -2.946
H -0.176 -0.036 -3.696
H 2.846 -4.211 0.457
C 3.858 2.038 1.096
H -1.319 -1.586 -0.219
H -4.513 -1.156 0.911
H 3.515 2.362 2.080
H -1.712 4.855 0.464
Ag -0.092 -0.070 1.721
H -3.190 4.164 0.961
H 4.190 2.899 0.506
C 3.054 1.063 -1.145
H 0.093 -1.748 -0.970
O -1.347 3.011 2.700
H 5.217 -0.456 -2.556
N -0.454 -1.087 -0.430
H 2.298 -2.752 -0.163

Computed properties:
Energy relative to the best compared isomer or geometry (same formula, charge and spin): 34.1 kcal/mol
Charge: -2
Spin multiplicity: 2
Lowest unoccupied orbital energy (alpha / beta): 4.303 / 4.303 eV

***

Record 2
ORCA calculation (ωB97M-V/def2-TZVPD) on a molecular structure, C14H32ClINO2P2Yb.

Element x y z (Å)
H -1.566 0.126 6.031
H 2.384 0.240 4.431
H -3.043 -0.352 -3.336
H -3.393 -1.626 0.628
C 3.582 -1.555 -0.497
H 0.891 -1.710 3.403
H -0.822 0.146 -7.052
H 0.751 0.816 6.095
C -1.040 0.269 5.080
H -4.075 2.228 -0.412
H -3.590 1.298 -3.020
H 4.655 -1.714 -0.691
H 0.073 1.513 -7.771
H 4.970 -0.154 -2.579
C 3.935 0.211 -2.667
C -3.538 -1.483 -0.451
H -2.751 -0.627 4.159
H 3.375 -1.699 0.573
H 3.378 -0.392 -3.401
H -3.931 1.177 1.014
C 0.449 0.094 5.329
H 3.977 1.101 1.021
C 0.094 1.416 -5.620
C -0.078 -0.312 2.160
H 1.983 -0.768 2.337
O 0.075 0.109 0.974
H -4.604 -1.589 -0.694
H -1.263 1.295 4.755
H 3.936 1.250 -3.030
H -4.692 -0.076 -2.657
H 0.639 -0.903 5.748
H -2.936 -2.241 -0.966
C 4.253 1.153 -0.043
C 1.340 0.309 4.101
P 3.087 0.135 -1.034
H 5.286 0.799 -0.178
H 4.172 2.200 -0.373
C 1.102 -0.709 2.993
Cl -0.302 -1.963 -1.564
C -4.156 1.192 -0.061
H 0.959 0.129 -7.069
I 0.071 -0.246 -4.124
O 0.109 2.570 -5.290
C -3.647 0.263 -2.656
H -1.376 -1.742 4.302
H -2.059 -0.321 1.988
H 2.983 -2.289 -1.057
C -1.661 -0.704 4.071
P -2.930 0.172 -0.966
Yb 0.155 0.453 -1.115
H 1.193 1.325 3.701
N -1.308 -0.397 2.676
C 0.075 0.768 -6.968
H -5.171 0.815 -0.230

Computed properties:
Charge: +2
Spin multiplicity: 2
Lowest unoccupied orbital energy (alpha / beta): -6.647 / -7.760 eV

***

Record 3
ORCA calculation (ωB97M-V/def2-TZVPD) on a molecular structure, C14H32GeNO5Zr.

Element x y z (Å)
H 3.578 3.271 -0.897
H -1.366 -3.560 -1.912
H 4.519 0.382 -0.781
H -1.141 0.432 5.146
H -1.602 3.583 -1.970
H 1.993 -2.129 -2.804
H -3.474 1.301 -3.021
H 4.856 1.705 0.449
H -3.248 3.407 -1.384
H 1.848 -3.699 0.046
C -2.432 1.092 -2.765
C -1.880 -1.144 3.937
O 1.814 0.474 -0.464
O -1.136 -1.507 1.690
O -0.648 1.198 -1.064
H 4.082 0.125 0.992
H -2.328 0.000 -2.850
H -1.284 -1.966 4.340
H -1.836 1.622 -3.514
H 2.873 2.857 1.605
H 3.245 1.995 -2.096
O -0.757 0.483 2.474
C -1.232 -0.683 2.651
H -2.630 1.207 0.711
H -0.278 -4.681 -1.108
C 1.516 -2.680 -0.171
H -2.868 -1.550 3.708
C -2.216 3.084 -1.221
H 1.202 2.594 1.146
H -3.963 0.944 -0.384
C 0.524 -2.724 -1.315
C -2.882 0.819 -0.286
Ge 0.303 0.138 -2.549
Zr -0.122 -0.080 0.360
O -0.138 -1.259 -1.301
C -0.643 -3.651 -1.103
H 1.072 -2.369 0.796
H -2.287 -0.507 5.879
N -2.014 -0.081 4.982
C -2.145 1.588 -1.365
C 2.877 2.497 -1.200
C 4.290 0.817 0.184
H 1.945 3.016 -1.477
H 2.402 -2.091 -0.400
H -1.127 -3.481 -0.141
C 2.178 2.095 1.257
C 1.181 -2.851 -2.665
H -2.714 -0.268 -0.378
H -1.924 3.407 -0.222
C 2.542 1.540 -0.099
H 0.456 -2.789 -3.480
H 1.640 -3.841 -2.740
H -2.739 0.610 4.757
H 2.118 1.311 2.019

Computed properties:
Charge: +4
Spin multiplicity: 2
Lowest unoccupied orbital energy (alpha / beta): -13.798 / -15.493 eV